A cluster of 8 separate species, C57H105N8O5 in total. Source: the Open Molecules 2025 dataset; level of theory: ωB97M-V/def2-TZVPD.

```
175
Properties=species:S:1:pos:R:3:forces:R:3
C 2.476 0.462 -2.857 0.134 1.592 1.061
C 3.801 1.051 -2.176 -2.038 -2.119 -0.893
C 4.829 -0.020 -2.651 1.213 0.482 0.683
C 6.255 0.363 -2.160 -1.126 -0.317 0.830
C 6.542 1.723 -2.707 0.998 -2.250 -0.843
C 5.553 2.782 -2.503 -0.943 1.837 0.835
N 4.126 2.389 -2.781 -1.959 2.420 1.913
O 3.167 3.446 -2.614 3.589 -4.173 -0.605
C 5.719 3.320 -1.034 -0.097 0.388 -0.504
C 6.028 3.817 -3.498 -0.950 1.744 -0.173
C 3.541 1.034 -0.638 0.324 1.247 0.300
H 1.616 0.880 -2.334 -0.195 0.218 -0.118
H 2.387 -0.614 -2.708 0.388 0.052 -0.252
H 2.419 0.771 -3.901 0.093 -0.324 -0.021
H 4.561 -1.014 -2.292 -0.249 0.183 0.486
H 4.727 -0.147 -3.728 0.365 0.428 -0.240
H 7.057 -0.331 -2.410 -0.204 -0.138 -0.176
H 6.192 0.402 -1.073 0.122 -0.200 0.228
H 6.613 1.451 -3.760 0.319 0.821 -0.479
H 7.482 2.157 -2.368 0.189 -0.335 -0.096
H 4.934 4.010 -0.726 -0.181 -0.077 -0.360
H 5.794 2.563 -0.253 0.027 -0.196 -0.293
H 6.644 3.897 -1.017 0.135 -0.024 0.058
H 5.834 3.523 -4.529 0.160 -0.265 0.070
H 5.502 4.763 -3.369 -0.173 0.080 0.070
H 7.081 4.059 -3.355 0.024 -0.292 -0.058
H 3.073 1.965 -0.316 -0.754 0.080 -0.546
H 4.374 1.121 0.059 0.688 -0.744 -0.482
H 2.904 0.219 -0.295 0.013 -0.100 -0.398
C -1.069 -5.722 3.785 1.682 0.619 -0.213
C 0.341 -4.921 3.598 -1.551 -1.394 1.883
C 1.462 -5.999 3.640 0.601 0.569 -1.490
C 2.833 -5.502 3.021 -1.208 -1.093 1.590
C 2.615 -4.813 1.709 1.128 -0.612 0.162
C 1.586 -3.701 1.719 0.578 -0.695 -1.568
N 0.302 -4.219 2.294 -2.327 4.391 0.347
O -0.736 -3.215 2.221 3.567 -3.811 0.208
C 2.223 -2.494 2.440 -0.186 1.190 -0.797
C 1.457 -3.454 0.157 -2.009 0.899 0.654
C 0.535 -4.027 4.878 -1.088 1.765 -1.220
H -1.290 -6.302 2.889 0.034 0.127 -0.092
H -1.930 -5.105 4.040 0.261 0.253 -0.119
H -0.898 -6.431 4.595 -0.066 0.006 0.083
H 1.603 -6.338 4.667 -0.107 0.084 -0.031
H 1.125 -6.847 3.044 -0.010 -0.177 -0.030
H 3.492 -6.365 2.927 -0.071 -0.145 -0.254
H 3.337 -4.915 3.789 -0.045 0.583 -0.202
H 2.444 -5.513 0.891 -0.583 -0.353 0.269
H 3.583 -4.416 1.403 0.022 0.553 -0.019
H 2.610 -1.858 1.643 0.146 0.057 -0.229
H 1.558 -1.796 2.949 -0.358 -0.493 0.229
H 3.111 -2.664 3.049 -0.322 -0.598 0.276
H 2.392 -3.143 -0.308 -0.011 -0.127 0.238
H 0.977 -4.255 -0.405 0.666 -0.855 0.393
H 0.674 -2.729 -0.063 0.319 0.900 0.342
H 1.510 -3.546 4.958 0.307 -0.700 0.308
H 0.083 -4.352 5.815 0.786 -1.151 -0.031
H -0.099 -3.144 4.805 -0.254 0.309 -0.758
C 4.406 7.011 3.077 -0.877 -0.527 0.441
C 4.452 5.503 3.303 0.459 -0.491 -0.903
C 5.136 5.223 4.630 0.359 -1.082 1.352
C 4.958 3.821 5.267 0.202 0.136 -0.190
C 3.524 3.467 5.313 0.158 0.326 -0.429
C 2.920 3.528 3.894 -3.005 -1.890 1.034
N 3.033 4.904 3.317 -1.192 0.303 -4.414
O 2.197 5.195 2.097 3.641 -1.377 5.065
C 3.446 2.318 3.071 0.955 0.756 -0.231
C 1.415 3.159 4.192 -0.221 1.002 -0.730
C 5.432 4.968 2.192 -1.544 -0.548 -0.574
H 5.415 7.390 3.241 -0.128 0.172 -0.180
H 3.723 7.435 3.813 0.008 0.304 -0.072
H 4.028 7.203 2.073 0.165 0.231 0.063
H 6.216 5.271 4.490 -0.012 0.843 -0.094
H 4.798 5.956 5.362 0.159 0.121 0.135
H 5.296 3.741 6.301 0.598 0.542 -0.054
H 5.452 3.006 4.738 0.483 0.273 -0.332
H 3.058 4.146 6.027 -0.574 0.034 -0.218
H 3.466 2.451 5.705 -0.549 -0.018 -0.117
H 2.790 1.954 2.280 -0.103 0.573 -0.173
H 4.427 2.588 2.679 -0.018 -0.268 -0.428
H 3.617 1.438 3.690 -0.120 0.200 0.433
H 1.262 2.183 4.653 0.655 -0.019 0.191
H 0.991 3.915 4.852 -0.079 0.007 0.050
H 0.783 3.111 3.306 0.204 0.273 -0.260
H 6.065 4.142 2.520 0.137 0.200 0.114
H 5.997 5.787 1.748 0.283 -0.065 0.432
H 4.849 4.585 1.355 -0.138 -0.067 -0.010
C -0.240 -2.228 -3.042 1.458 0.028 -0.568
C -1.090 -1.836 -4.247 -0.578 0.965 2.048
C -2.103 -0.886 -3.576 -1.152 0.530 -1.801
C -2.927 -0.184 -4.701 -0.202 0.119 1.820
C -2.020 0.702 -5.462 1.708 -0.774 -0.883
C -0.880 -0.134 -6.251 -0.656 2.154 -0.153
N -0.310 -1.145 -5.328 3.437 -3.412 -1.523
O 0.752 -1.986 -5.878 -4.228 3.476 2.080
C -1.487 -0.721 -7.519 -0.411 -0.904 0.488
C 0.187 0.922 -6.685 0.246 -0.436 0.937
C -1.866 -3.032 -4.706 -0.431 -0.756 0.222
H 0.495 -2.971 -3.354 0.260 0.034 0.187
H -0.784 -2.620 -2.183 -0.511 -0.086 -0.368
H 0.252 -1.329 -2.671 0.287 -0.095 -0.018
H -2.746 -1.483 -2.930 -0.023 -0.122 -0.126
H -1.674 -0.146 -2.902 0.378 0.190 -0.318
H -3.623 0.500 -4.216 -0.547 -0.267 0.015
H -3.473 -0.859 -5.361 -0.071 -0.159 0.237
H -1.534 1.356 -4.738 0.242 0.182 -0.086
H -2.603 1.329 -6.136 0.354 -0.045 -0.402
H -1.715 0.077 -8.226 0.024 -0.107 0.004
H -0.870 -1.497 -7.971 0.374 0.334 -0.055
H -2.400 -1.253 -7.252 -0.320 0.132 -0.189
H 0.709 1.214 -5.774 0.494 -0.151 -0.078
H 0.873 0.558 -7.450 0.099 -0.228 0.271
H -0.201 1.873 -7.048 -0.714 -0.277 -0.158
H -2.605 -3.321 -3.959 -0.176 0.453 0.306
H -1.231 -3.916 -4.646 0.128 -0.042 -1.333
H -2.462 -2.792 -5.586 0.510 -0.725 -0.401
C -5.065 -4.042 -1.469 -0.515 -1.126 -0.516
C -5.017 -3.866 0.034 0.548 -0.147 0.149
C -5.024 -2.337 0.253 1.012 0.242 0.613
C -5.271 -1.920 1.720 -0.267 -0.316 -1.683
C -6.579 -2.538 2.159 0.568 1.271 0.181
C -6.695 -4.040 2.070 -0.996 0.162 0.904
N -6.221 -4.523 0.705 -0.158 -4.225 0.212
O -6.396 -5.949 0.479 0.839 5.791 0.840
C -5.987 -4.679 3.270 1.075 -1.218 -0.978
C -8.205 -4.370 2.292 0.852 0.176 -0.780
C -3.696 -4.511 0.514 0.497 -0.219 0.806
H -6.028 -3.708 -1.856 0.175 0.384 -0.177
H -4.981 -5.078 -1.798 -0.093 -0.258 0.392
H -4.204 -3.573 -1.946 -0.201 0.533 0.116
H -4.063 -1.939 -0.073 0.632 -0.440 0.224
H -5.599 -1.832 -0.523 -1.145 -0.090 0.534
H -5.359 -0.836 1.786 0.116 0.022 0.025
H -4.467 -2.228 2.389 0.225 -0.107 -0.203
H -7.382 -2.056 1.601 -0.174 0.031 0.016
H -6.589 -2.193 3.192 -0.987 -0.488 0.300
H -6.132 -5.745 3.096 0.185 -0.232 0.367
H -4.910 -4.514 3.253 0.071 0.122 0.006
H -6.337 -4.441 4.274 -0.455 0.379 -0.355
H -8.609 -3.856 3.165 0.389 0.038 0.174
H -8.735 -3.947 1.439 -0.332 -0.589 -0.134
H -8.301 -5.445 2.443 -0.399 0.088 -0.418
H -2.771 -4.013 0.221 -0.267 0.381 -0.977
H -3.627 -5.551 0.196 -0.181 0.009 -0.029
H -3.468 -4.491 1.580 -0.851 -0.110 0.379
N -0.936 1.951 -0.483 -1.705 0.311 -0.682
C -1.892 0.977 -0.302 0.995 -1.182 0.549
C -1.341 0.076 0.610 -0.225 0.403 -0.178
C -0.097 0.597 1.035 -0.010 0.087 -0.241
C 0.091 1.785 0.345 1.052 -0.638 0.972
H -1.014 2.740 -1.109 -0.255 -0.118 0.061
H -2.833 0.876 -0.822 0.207 0.440 -0.212
H -1.735 -0.859 0.978 -0.272 0.076 -0.150
H 0.554 0.081 1.725 0.096 0.347 0.062
H 0.832 2.564 0.441 0.152 -0.219 -0.104
N -0.241 4.909 -1.044 -0.039 0.138 1.489
C -1.245 5.012 -0.105 0.458 -0.191 -0.021
C -2.437 4.706 -0.720 0.437 1.118 1.031
C -2.136 4.551 -2.088 -1.278 -1.201 -0.494
C -0.789 4.567 -2.227 1.063 0.497 -1.286
H 0.738 4.965 -0.805 -0.118 0.032 -0.295
H -0.989 5.260 0.914 -0.147 -0.129 -0.040
H -3.354 4.661 -0.150 -0.139 0.088 -0.477
H -2.825 4.306 -2.882 -0.010 0.019 0.051
H -0.164 4.416 -3.095 -0.113 0.054 0.008
N -7.238 3.304 -0.806 0.016 -0.694 1.976
C -7.606 2.275 0.088 3.106 1.143 0.146
C -6.397 2.002 0.802 -1.938 -0.833 -0.499
C -5.330 2.788 0.318 -1.583 0.685 0.200
C -5.927 3.695 -0.533 0.069 -0.616 -1.780
H -7.951 3.816 -1.306 0.512 0.130 -0.029
H -8.634 1.945 0.130 0.271 -0.152 0.166
H -6.254 1.311 1.619 -0.355 -0.242 -0.166
H -4.309 2.676 0.654 -0.047 0.377 -0.151
H -5.462 4.419 -1.186 -0.056 0.130 0.122
```
Positions in Å, forces in eV/Å.

- DFT total energy: -82954.8715 eV
- Spin multiplicity: 6
- HOMO energy (spin up / spin down): -7.8 / -7.8 eV
- Orbital gap (spin up / spin down): 8.2473 / 6.9558 eV
- LUMO level (spin up / spin down): 0.4 / -0.9 eV

Results of the Löwdin charge analysis, in e, for atoms 1 through 5: number 1, C, carries -0.03; number 2, C, carries -0.42; number 3, C, carries -0.13; number 4, C, carries -0.17; number 5, C, carries -0.21